(1)
Formula: C16H12N6O8PdSe
Source: the Open Molecules 2025 dataset
Level of theory: ωB97M-V/def2-TZVPD

## Properties
ΔE to the lowest compared entry with this formula, charge and spin: 7.02 kcal per mole
E: -4075.78563 Eh
Gap between HOMO and LUMO (alpha / beta): 3.29 / 3.28 eV
Total charge: +2
Strongest force on any atom: 0.01772 Eh/bohr
HOMO level (alpha / beta): -14.549 / -14.549 eV

Geometry as XYZ:
```
44
C16H12N6O8PdSe | the Open Molecules 2025 dataset | ωB97M-V/def2-TZVPD
H -0.6754 -1.1185 2.8255
C 2.6605 1.3196 -0.0399
O 5.1063 2.6412 -4.3635
C -3.1657 -3.4335 3.3048
N 0.1412 -0.6304 -3.6733
N -3.7237 -2.6119 -0.1674
C 3.4284 1.2235 -3.7094
N -1.1205 1.4210 1.2331
C 1.4686 -0.0930 -3.3303
C 2.8270 0.9288 -1.4707
C -1.6516 2.7636 2.9107
H 2.0801 0.4913 -5.2909
C -3.7442 -3.4798 2.0844
N -1.7152 -1.0602 0.2329
O 1.4781 -0.9341 -1.0732
O 1.5416 -0.8248 2.1590
C -2.0564 -2.5565 3.5533
O -0.6521 -0.5130 -2.7490
C -2.1081 2.2032 0.8283
C -1.5195 -1.7510 2.6011
C -2.0812 -1.7823 1.2935
Pd -0.1049 0.1229 0.1557
O -0.0590 -1.0375 -4.7751
N -2.4497 3.0234 1.8251
C 1.8524 -0.1318 -1.9092
O 4.2141 1.3374 -5.8510
H -3.5325 -4.0504 4.1126
C -3.2160 -2.6445 1.0455
Se -2.8134 -1.5065 -1.1607
H -3.1765 3.7221 1.7772
C -0.8188 1.7612 2.5364
C 3.7011 1.4902 -2.3957
C 2.2717 0.4889 -4.2247
O 3.6799 1.4920 0.5928
H -1.6347 -2.5405 4.5499
H 2.0488 -1.6328 2.0098
H -0.0359 1.2775 3.0911
H 4.4937 2.1690 -2.1035
H 2.2047 -0.1645 2.4014
N 4.3092 1.8337 -4.7569
O 1.4606 1.4088 0.3668
H -1.7436 3.3035 3.8357
H -2.5801 2.1883 -0.1386
H -4.5894 -4.1134 1.8563
```


(2)
Formula: C16H13AsClN2O8RuS6
Source: the Open Molecules 2025 dataset
Level of theory: ωB97M-V/def2-TZVPD

## Properties
E: -6509.08779 Eh
Gap between HOMO and LUMO (alpha / beta): 6.48 / 6.03 eV
Total charge: -2
Strongest force on any atom: 0.00691 Eh/bohr
HOMO level (alpha / beta): -2.462 / -3.040 eV
Spin multiplicity: 6

Geometry as XYZ:
```
48
C16H13AsClN2O8RuS6 | the Open Molecules 2025 dataset | ωB97M-V/def2-TZVPD
H 1.8139 -4.1688 2.9943
O 0.5941 -2.3938 3.9037
C -2.1767 3.4346 1.7322
H 4.6666 1.0593 1.7966
H -2.8728 1.0462 -0.8225
H 3.2864 -0.0914 1.8189
H 0.3743 1.7210 -4.3874
O 0.8272 -0.6600 2.1959
H -0.2809 -0.4196 -5.1983
C 1.9005 -5.0413 -0.2808
C -0.3929 1.5619 -3.6389
O 1.6256 2.1106 2.3437
C 1.6302 -4.1424 1.9291
C 3.5987 0.9378 1.6573
S -4.5467 6.9636 2.1181
H 2.7888 -5.8898 1.4813
C -1.2757 0.4936 -3.7419
H 0.3204 3.1153 -2.3492
Ru 0.3146 1.3641 0.7953
C -1.3006 4.3675 1.1428
C 0.5673 -3.0534 0.0637
S -3.6881 4.1222 2.3015
As -0.4783 -1.6966 -0.8649
C -0.4195 2.3328 -2.4932
C 1.1005 -4.0220 -0.7808
C 2.8353 1.8443 2.6334
H -2.9543 -0.4526 -2.7734
C -2.2415 0.3616 -2.7449
S 0.1950 -1.9120 2.5991
S -1.9428 1.7933 1.9984
C -3.4383 5.7647 1.8552
O 0.2493 -0.2045 -0.6246
O 3.4562 2.2035 3.6294
O -1.2537 -1.9179 2.3841
S -1.9161 6.0154 1.1024
H -1.3355 -1.3583 -4.3863
H 0.8698 -3.9552 -1.8371
C -2.1912 1.1988 -1.6507
C 0.8319 -3.1221 1.4305
N -1.1979 -0.4318 -4.7758
S 0.2190 4.0891 0.5226
Cl 3.2368 1.3143 -0.0654
O -2.0493 -1.6823 -0.1036
H 2.3128 -5.7845 -0.9535
N -1.2691 2.1531 -1.4838
H -1.9106 -1.6797 0.8711
C 2.1663 -5.0994 1.0777
O -0.6493 -2.1890 -2.4214
```


(3)
Formula: C16H13Cl2O3PRhTl
Source: the Open Molecules 2025 dataset
Level of theory: ωB97M-V/def2-TZVPD

## Properties
E: -2386.24679 Eh
Gap between HOMO and LUMO (alpha / beta): 7.96 / 4.12 eV
Total charge: +4
Strongest force on any atom: 0.17929 Eh/bohr
HOMO level (alpha / beta): -20.088 / -20.051 eV
Spin multiplicity: 5

Geometry as XYZ:
```
37
C16H13Cl2O3PRhTl | the Open Molecules 2025 dataset | ωB97M-V/def2-TZVPD
C -0.4500 -1.7239 2.7337
C -2.3970 -2.5420 -0.3007
Cl -0.1544 3.3151 1.3324
H -2.8245 -2.1927 0.6478
C -2.3261 0.2661 3.3007
H -3.9593 -4.0201 -0.5568
H -1.1447 -3.6958 -3.8035
H 0.2620 -2.5336 2.5433
C -0.7881 -0.7909 1.7427
O 4.5204 9.2467 -2.2271
H -3.0455 1.0496 3.5252
H 0.0367 -1.8845 -2.6163
Rh 4.1634 6.8215 -3.9070
C -1.4939 -3.3788 -2.8235
H -3.1409 -4.7606 -2.7772
C -1.9614 -0.6484 4.2850
C -1.7493 0.2028 2.0365
H -2.0351 0.9226 1.2689
Tl 1.3449 1.8916 -0.1985
H 2.0087 -1.5555 1.0454
C -1.0271 -1.6335 3.9937
O 1.8167 0.4330 3.7097
H 1.0158 -2.9580 0.4658
H -0.7161 -2.3252 4.7803
O 5.7577 8.0289 -6.1303
C 1.3599 -1.9359 0.2415
H 1.8957 -1.9519 -0.7176
H -2.3913 -0.5738 5.2761
C 4.3819 8.2779 -2.8628
P -0.0878 -0.8379 0.0540
C -1.2019 -2.0009 -0.8348
C 1.8172 0.8787 2.6568
Cl 3.8721 4.9285 -5.2455
C 5.1472 7.5802 -5.2425
C -3.0703 -3.5537 -0.9996
C -0.8130 -2.3775 -2.1437
C -2.6224 -3.9682 -2.2521
```